# C41H90F15N10O19S2

13 unconnected molecules or ions with the total composition C41H90F15N10O19S2 (ωB97M-V/def2-TZVPD, OMol25).

Results
Total charge: +5
Energy above the lowest of the compared OMol25 structures with the same formula, charge and spin (kcal per mole): 0.00
Calculated total energy (eV): -160155.08477
Kohn-Sham gap (eV): 3.853
Strongest force on any atom (eV/A): 3.5

Each atom is followed by the atoms it is bonded to, with distances in Å.
Geometry (Å):
1 C 1.298 -0.474 1.323  F2 1.338, F3 1.347, F4 1.289, S5 1.953
2 F 2.139 0.435 1.829  C1 1.338
3 F 1.918 -0.977 0.238  C1 1.347
4 F 0.975 -1.432 2.124  C1 1.289
5 S -0.242 0.600 0.784  C1 1.953, O6 1.455, O7 1.458, N8 1.747, S9 2.597
6 O -1.285 -0.377 0.515  S5 1.455
7 O -0.554 1.466 1.914  S5 1.458
8 N 0.512 1.525 -0.494  S5 1.747, S9 1.547
9 S -0.359 1.219 -1.736  S5 2.597, N8 1.547, O10 1.440, O11 1.451, C12 1.939
10 O -0.018 -0.027 -2.370  S9 1.440
11 O -1.755 1.549 -1.516  S9 1.451
12 C 0.207 2.611 -2.962  S9 1.939, F13 1.350, F14 1.333, F15 1.319
13 F -0.045 3.877 -2.567  C12 1.350
14 F 1.521 2.545 -3.176  C12 1.333
15 F -0.526 2.392 -4.037  C12 1.319
16 C 5.049 2.224 0.879  C17 1.510, H23 1.086, H24 1.091, H25 1.093
17 C 3.939 2.171 -0.143  C16 1.510, O18 1.188, N19 1.558
18 O 3.979 1.689 -1.229  C17 1.188
19 N 2.666 2.943 0.313  C17 1.558, H20 1.054, H21 1.016, C22 1.533
20 H 1.859 2.318 0.049  N19 1.054
21 H 2.743 2.978 1.326  N19 1.016
22 C 2.666 4.288 -0.422  N19 1.533, H26 1.089, H27 1.086, H28 1.086
23 H 5.786 1.442 0.718  C16 1.086
24 H 4.582 2.143 1.862  C16 1.091
25 H 5.496 3.221 0.849  C16 1.093
26 H 1.591 4.418 -0.538  C22 1.089
27 H 3.036 4.217 -1.441  C22 1.086
28 H 3.127 5.108 0.121  C22 1.086
29 C -2.579 -2.542 1.617  C30 1.511, H36 1.084, H37 1.091, H38 1.094
30 C -3.782 -3.386 1.968  C29 1.511, O31 1.194, N32 1.508
31 O -4.707 -3.673 1.269  C30 1.194
32 N -3.709 -4.037 3.326  C30 1.508, H33 1.021, H34 1.037, C35 1.527
33 H -3.988 -5.002 3.140  N32 1.021
34 H -2.721 -4.201 3.597  N32 1.037
35 C -4.583 -3.454 4.435  N32 1.527, H39 1.085, H40 1.088, H41 1.090
36 H -2.620 -2.165 0.602  C29 1.084
37 H -1.640 -3.049 1.847  C29 1.091
38 H -2.603 -1.703 2.318  C29 1.094
39 H -4.149 -2.542 4.830  C35 1.085
40 H -4.770 -4.232 5.172  C35 1.088
41 H -5.589 -3.204 4.098  C35 1.090
42 C 3.616 -0.502 -3.677  C43 1.476, H49 1.093, H50 1.096, H51 1.087
43 C 4.494 0.550 -4.223  C42 1.476, O44 1.202, N45 1.538
44 O 4.116 1.478 -4.888  C43 1.202
45 N 5.966 0.399 -3.803  C43 1.538, H46 1.020, H47 1.021, C48 1.545
46 H 6.169 -0.471 -3.310  N45 1.020
47 H 6.559 0.329 -4.631  N45 1.021
48 C 6.427 1.627 -2.985  N45 1.545, H52 1.086, H53 1.089, H54 1.085
49 H 3.482 -0.438 -2.594  C42 1.093
50 H 4.107 -1.470 -3.830  C42 1.096
51 H 2.631 -0.563 -4.133  C42 1.087
52 H 5.934 2.521 -3.353  C48 1.086
53 H 7.504 1.678 -3.141  C48 1.089
54 H 6.303 1.489 -1.916  C48 1.085
55 C -2.320 5.301 2.245  C56 1.494, H62 1.093, H63 1.093, H64 1.090
56 C -1.994 5.975 3.538  C55 1.494, O57 1.187, N58 1.489
57 O -1.925 5.371 4.557  C56 1.187
58 N -1.861 7.458 3.513  C56 1.489, H59 1.019, H60 1.022, C61 1.560
59 H -1.119 7.812 2.911  N58 1.019
60 H -2.701 7.936 3.181  N58 1.022
61 C -1.635 8.132 4.901  N58 1.560, H65 1.087, H66 1.086, H67 1.089
62 H -1.984 5.894 1.390  C55 1.093
63 H -3.403 5.194 2.137  C55 1.093
64 H -1.892 4.305 2.137  C55 1.090
65 H -1.554 9.208 4.770  C61 1.087
66 H -0.825 7.678 5.465  C61 1.086
67 H -2.538 7.930 5.476  C61 1.089
68 C 4.524 -6.391 0.432  C69 1.501, H75 1.087, H76 1.093, H77 1.089
69 C 3.545 -5.332 0.015  C68 1.501, O70 1.206, N71 1.516
70 O 3.793 -4.316 -0.587  C69 1.206
71 N 2.120 -5.576 0.470  C69 1.516, H72 1.034, H73 1.019, C74 1.524
72 H 1.562 -5.338 -0.368  N71 1.034
73 H 2.035 -6.582 0.600  N71 1.019
74 C 1.741 -4.931 1.798  N71 1.524, H78 1.088, H79 1.087, H80 1.087
75 H 4.155 -7.398 0.255  C68 1.087
76 H 4.738 -6.123 1.469  C68 1.093
77 H 5.407 -6.147 -0.156  C68 1.089
78 H 0.724 -5.277 1.966  C74 1.088
79 H 1.904 -3.877 1.589  C74 1.087
80 H 2.492 -5.283 2.501  C74 1.087
81 C 6.175 2.532 -8.878  C82 1.493, H88 1.092, H89 1.092, H90 1.087
82 C 5.153 3.469 -8.324  C81 1.493, O83 1.182, N84 1.542
83 O 5.302 4.634 -8.195  C82 1.182
84 N 3.837 2.843 -7.819  C82 1.542, H85 1.021, H86 1.019, C87 1.504
85 H 3.268 2.643 -8.642  N84 1.021
86 H 3.981 1.952 -7.348  N84 1.019
87 C 3.043 3.720 -6.891  N84 1.504, H91 1.086, H92 1.087, H93 1.089
88 H 5.709 1.866 -9.607  C81 1.092
89 H 6.572 1.856 -8.118  C81 1.092
90 H 6.980 3.162 -9.249  C81 1.087
91 H 2.727 4.652 -7.351  C87 1.086
92 H 3.673 3.922 -6.028  C87 1.087
93 H 2.195 3.123 -6.562  C87 1.089
94 C 0.637 1.093 5.250  C95 1.553, H101 1.090, H102 1.092, H103 1.087
95 C -0.566 1.427 6.173  C94 1.553, O96 1.174, N97 1.532
96 O -0.972 0.672 6.974  C95 1.174
97 N -1.252 2.779 5.953  C95 1.532, H98 1.014, H99 1.031, C100 1.533
98 H -0.872 3.302 5.171  N97 1.014
99 H -2.246 2.667 5.703  N97 1.031
100 C -1.232 3.642 7.220  N97 1.533, H104 1.088, H105 1.086, H106 1.087
101 H 1.458 1.778 5.463  C94 1.090
102 H 0.331 1.247 4.213  C94 1.092
103 H 0.883 0.041 5.369  C94 1.087
104 H -0.182 3.807 7.452  C100 1.088
105 H -1.773 3.166 8.033  C100 1.086
106 H -1.704 4.588 6.968  C100 1.087
107 C -0.832 -1.951 -5.004  C108 1.503, H114 1.094, H115 1.086, H116 1.095
108 C -1.793 -0.992 -5.649  C107 1.503, O109 1.189, N110 1.536
109 O -1.937 0.164 -5.412  C108 1.189
110 N -2.672 -1.647 -6.726  C108 1.536, H111 1.020, H112 1.020, C113 1.522
111 H -3.238 -2.374 -6.288  N110 1.020
112 H -3.280 -0.884 -7.025  N110 1.020
113 C -1.876 -2.203 -7.898  N110 1.522, H117 1.088, H118 1.088, H119 1.088
114 H -0.449 -1.347 -4.176  C107 1.094
115 H -0.108 -2.402 -5.676  C107 1.086
116 H -1.343 -2.679 -4.364  C107 1.095
117 H -2.503 -2.447 -8.752  C113 1.088
118 H -1.371 -3.098 -7.539  C113 1.088
119 H -1.105 -1.505 -8.218  C113 1.088
120 C -5.304 0.107 -0.171  C121 1.486, H127 1.091, H128 1.094, H129 1.091
121 C -5.182 1.446 -0.803  C120 1.486, O122 1.187, N123 1.533
122 O -4.989 2.480 -0.253  C121 1.187
123 N -5.633 1.571 -2.262  C121 1.533, H124 1.022, H125 1.022, C126 1.524
124 H -5.841 0.648 -2.646  N123 1.022
125 H -6.531 2.016 -2.457  N123 1.022
126 C -4.518 2.129 -3.139  N123 1.524, H130 1.088, H131 1.087, H132 1.089
127 H -4.485 -0.584 -0.375  C120 1.091
128 H -6.247 -0.396 -0.405  C120 1.094
129 H -5.431 0.189 0.909  C120 1.091
130 H -3.579 1.606 -2.976  C126 1.088
131 H -4.447 3.179 -2.866  C126 1.087
132 H -4.752 2.052 -4.199  C126 1.089
133 C -0.298 -3.623 4.564  O134 1.427, O135 1.367, C136 1.553, H147 1.105
134 O 0.966 -4.176 4.926  C133 1.427, C140 1.420
135 O -0.949 -4.705 4.040  C133 1.367
136 C -0.962 -2.908 5.773  C133 1.553, F137 1.346, F138 1.342, F139 1.356
137 F -1.439 -3.742 6.715  C136 1.346
138 F -0.049 -2.167 6.420  C136 1.342
139 F -1.962 -2.055 5.443  C136 1.356
140 C 2.110 -3.343 5.052  O134 1.420, C141 1.501, H145 1.090, H146 1.102
141 C 3.213 -4.272 5.470  C140 1.501, H142 1.091, H143 1.092, H144 1.092
142 H 3.346 -5.140 4.822  C141 1.091
143 H 4.181 -3.782 5.603  C141 1.092
144 H 3.060 -4.732 6.448  C141 1.092
145 H 1.922 -2.490 5.703  C140 1.090
146 H 2.389 -2.872 4.095  C140 1.102
147 H -0.118 -2.821 3.825  C133 1.105
148 C -4.509 1.827 4.479  O149 1.446, O150 1.359, C151 1.593, H162 1.103
149 O -5.891 1.409 4.553  C148 1.446, C155 1.405
150 O -4.111 2.145 5.739  C148 1.359
151 C -3.728 0.703 3.663  C148 1.593, F152 1.361, F153 1.348, F154 1.337
152 F -2.434 0.580 4.066  C151 1.361
153 F -4.300 -0.495 3.896  C151 1.348
154 F -3.748 0.946 2.349  C151 1.337
155 C -6.676 1.536 3.394  O149 1.405, C156 1.530, H160 1.100, H161 1.097
156 C -8.129 1.195 3.731  C155 1.530, H157 1.092, H158 1.088, H159 1.090
157 H -8.764 1.614 2.948  C156 1.092
158 H -8.362 0.140 3.857  C156 1.088
159 H -8.425 1.711 4.644  C156 1.090
160 H -6.354 0.889 2.565  C155 1.100
161 H -6.634 2.533 2.939  C155 1.097
162 H -4.583 2.775 3.920  C148 1.103
163 C 0.478 -4.786 -2.661  O164 1.414, O165 1.356, C166 1.586, H177 1.103
164 O 1.862 -4.924 -2.910  C163 1.414, C170 1.418
165 O 0.103 -5.928 -2.035  C163 1.356
166 C 0.246 -3.355 -2.014  C163 1.586, F167 1.346, F168 1.346, F169 1.356
167 F -1.058 -3.024 -2.060  C166 1.346
168 F 0.638 -3.364 -0.727  C166 1.346
169 F 0.931 -2.375 -2.655  C166 1.356
170 C 2.365 -4.436 -4.143  O164 1.418, C171 1.521, H175 1.097, H176 1.094
171 C 3.879 -4.532 -4.026  C170 1.521, H172 1.089, H173 1.089, H174 1.097
172 H 4.273 -4.161 -3.080  C171 1.089
173 H 4.190 -5.543 -4.286  C171 1.089
174 H 4.418 -3.922 -4.761  C171 1.097
175 H 2.130 -3.393 -4.388  C170 1.097
176 H 2.096 -5.005 -5.037  C170 1.094
177 H -0.147 -4.749 -3.570  C163 1.103